{"formula": "C2H12N5", "method": "ωB97M-V with the def2-TZVPD basis set", "lumo_energy_ev": -3.14, "charge": 1, "mol_weight_g_mol": 106.15, "e_homo_ev": -14.661, "homo_lumo_gap_ev": 11.52, "e_above_lowest_kj_mol": 628.96, "symbols": ["N", "N", "N", "N", "N", "C", "C", "H", "H", "H", "H", "H", "H", "H", "H", "H", "H", "H", "H"], "coordinates": [[2.210, 1.162, -0.378], [0.189, 1.470, 0.673], [1.399, -0.368, 1.216], [0.282, -0.244, -0.801], [1.017, 0.541, 0.215], [-1.973, -0.084, -0.019], [-0.751, -1.065, -0.188], [-1.814, 0.843, -0.501], [2.427, -0.603, 1.142], [-0.413, -1.439, 0.750], [0.948, -0.782, -1.297], [-0.964, -1.947, -0.884], [2.704, 0.397, -0.885], [1.108, 0.010, 2.134], [-2.169, -0.014, 0.995], [0.666, 1.967, 1.497], [-2.838, -0.551, -0.535], [-0.706, 1.221, 0.816], [1.928, 1.936, -1.109]], "mulliken_charge": [-0.695, -0.763, -0.537, -0.461, 1.125, -1.475, -0.204, 0.475, 0.275, 0.318, 0.316, 0.420, 0.313, 0.272, 0.428, 0.318, 0.303, 0.231, 0.340]}